1.
Here is a structure of composition C49H57N4P2RuSSi from the OMol25 dataset. Energies are from ωB97M-V/def2-TZVPD.

The geometry in XYZ format:
```
115
Properties=species:S:1:pos:R:3
H -2.47 1.89 6.32
C -2.76 0.22 0.38
H 2.81 -5.01 0.28
H 0.43 -0.19 -2.95
H -4.33 3.92 1.84
H -5.66 -0.30 2.10
H 3.77 -1.95 0.45
N 2.43 -3.26 1.34
H -3.91 4.16 -5.80
C 2.16 -4.12 0.18
H -2.59 1.40 -1.98
C 4.28 -3.11 3.65
H -0.65 3.07 1.85
C 2.89 3.83 -0.68
H -2.02 7.50 2.20
H 3.66 -1.22 2.80
H 0.86 -8.16 -2.81
C -2.24 1.93 5.26
C -3.54 -2.09 0.18
C -1.44 2.41 1.52
C -3.17 -0.94 4.59
P -1.23 1.54 -0.01
H -6.25 6.69 -3.27
H 1.25 -4.39 2.62
C 2.56 -7.60 -3.99
H 4.17 -4.62 -3.79
C 3.85 -2.45 -2.03
H 0.77 -6.03 -1.60
N -2.14 -0.57 3.64
C -2.64 -1.08 -0.15
C 0.40 2.55 -0.41
H 2.69 -0.69 -2.49
H -0.21 1.48 5.08
H 2.60 -8.53 -4.53
H 0.80 -2.40 -3.23
H -0.39 4.35 -1.28
H 4.50 -3.50 0.95
H 1.14 -4.48 0.28
H -3.42 -3.08 -0.26
H -5.32 -2.60 1.27
H -2.40 5.55 -1.59
H -0.08 -3.36 -2.02
H 4.26 -6.77 -4.99
C -4.79 -0.54 1.50
C 2.31 -4.15 2.52
H 2.80 -4.38 4.58
H -5.38 6.12 -5.51
C -3.86 0.45 1.21
H 5.31 -3.97 -1.63
C 4.29 -2.07 2.53
C -5.10 5.52 -4.66
C -2.60 5.57 -0.53
C 1.58 1.94 0.00
Si 2.36 -3.54 -1.63
C 2.82 2.56 -0.12
H 7.24 -2.54 -2.14
H 2.86 -5.09 2.32
H -4.03 1.45 1.61
C -2.30 2.27 -1.39
C 3.49 -6.60 -4.25
C -4.27 4.42 -4.82
H -2.03 1.95 2.30
C 1.59 -7.38 -3.03
H 4.61 0.73 -2.98
C 6.24 -2.13 -2.22
H -1.52 7.40 -0.21
C 3.79 -2.70 1.24
N -1.11 1.04 4.96
C 0.50 3.83 -0.96
C -3.20 5.71 2.18
H -3.45 5.76 3.23
H -4.13 -0.47 4.34
H -5.58 5.33 -1.32
C -2.40 6.68 1.60
N 0.32 -0.28 -1.93
H -3.30 -2.02 4.57
C 2.85 -3.59 3.83
H 3.71 2.06 0.21
H 2.23 -2.76 4.17
H -3.12 1.63 4.70
H 4.67 -2.69 4.58
H -1.73 2.95 -2.03
H -3.24 2.81 -3.86
H 1.55 0.93 0.44
C 3.44 -5.40 -3.56
H 3.85 4.32 -0.79
C 3.68 -1.12 -2.42
S 0.33 0.09 2.97
H 4.92 -3.95 3.36
Ru 0.05 -0.58 0.60
C -4.33 4.01 -2.44
C 0.75 -2.65 -2.16
C 5.15 -2.94 -1.93
C 6.06 -0.81 -2.59
C -2.12 6.63 0.24
H -1.92 -1.26 -0.94
C -4.61 -1.83 1.02
C -5.21 5.09 -2.30
H -2.08 -1.09 2.78
P -3.92 3.08 -0.91
C 4.77 -0.30 -2.69
H 6.91 -0.18 -2.79
C -1.10 0.22 3.88
C 2.46 -5.16 -2.60
C -3.67 4.65 1.41
H -2.87 -0.64 5.59
H 5.31 -1.70 2.36
C 1.54 -6.18 -2.34
H 1.78 5.46 -1.52
C -3.35 4.56 0.05
C -5.58 5.84 -3.40
C 0.43 -1.41 -1.37
H -2.00 2.96 4.99
C -3.89 3.67 -3.72
C 1.73 4.46 -1.09
```

Net charge: 0
E_HOMO (spin up / spin down): -5.38 / -6.87 eV
⟨S²⟩: 8.77
2S+1: 6
Frontier orbital gap (spin up / spin down): 5.752 / 6.641 eV

2.
Here is a cluster of 8 separate species, C30H55N6O13P in total at a distorted geometry from the OMol25 dataset. Energies are from ωB97M-V/def2-TZVPD.

The geometry in XYZ format:
```
105
Properties=species:S:1:pos:R:3
N 2.86 7.01 -0.04
O 0.65 -1.44 0.40
H 3.50 -6.13 0.25
O -0.11 -5.20 3.28
C 0.45 -1.54 -5.15
C 0.53 -2.75 -0.12
O 1.74 -5.66 4.18
H 0.40 -1.22 -7.32
H -1.83 2.00 -1.48
H -0.38 1.90 5.46
N -6.45 -1.25 3.35
H 2.43 4.36 -1.52
C 0.33 -0.50 -0.52
C 1.10 -1.54 -6.55
C -3.83 -0.08 -1.85
H 4.81 6.65 0.74
H -3.49 -2.62 2.89
C -4.36 -2.94 1.04
H -3.91 -2.01 0.69
C -2.66 1.80 -2.16
H 3.03 8.01 -2.01
C -3.54 -3.44 2.18
C -5.86 -2.83 1.37
H 3.29 -4.61 -2.28
H -6.08 -3.85 1.70
H -0.20 3.42 3.62
H 4.78 -5.49 -2.41
H 1.05 -1.02 -4.41
N 1.70 4.56 0.49
H -1.75 2.89 1.41
O 1.67 6.46 2.29
H 3.82 6.40 -1.91
N -2.69 0.08 1.78
H 1.83 2.69 1.46
H -3.17 2.70 -2.50
C -6.17 -1.91 2.49
P 1.56 6.26 0.85
H 0.68 4.47 -1.37
O -3.07 -0.26 -3.01
H -3.08 1.21 -4.30
O 1.79 -4.37 2.40
H 1.89 -0.79 -6.59
C 1.58 4.07 -0.90
C 2.34 -6.90 -1.54
O -4.48 -0.94 -1.36
C 4.03 -5.16 -1.69
H -0.32 8.62 0.93
C -0.37 -6.16 4.21
H 4.78 8.02 0.02
C 3.56 -6.34 -0.82
H -1.39 0.71 4.48
H 1.47 -3.30 -0.08
H -0.32 1.93 1.53
H -1.46 0.80 -3.50
C 2.34 3.65 1.38
C 1.11 -3.57 -5.79
H 4.44 -4.39 -1.04
H -1.85 3.02 4.03
H 2.25 -7.97 -1.36
H -1.00 -2.79 -1.52
N 0.05 -5.89 -0.65
C 1.19 -4.98 3.28
C -0.94 2.62 3.59
O 0.39 -2.91 -4.92
C 0.03 -2.43 -1.52
N 0.11 6.66 0.22
O 1.49 -4.78 -5.65
H 4.37 -7.07 -0.80
H -0.21 -3.26 0.50
H -1.13 4.99 0.63
C -1.16 6.06 0.82
C -0.57 1.42 4.50
H 4.06 8.01 1.57
H 1.17 -7.05 5.39
H -0.46 -7.16 3.78
H -6.48 -2.58 0.52
O 1.66 -2.78 -6.65
C -2.00 1.03 1.92
H -2.03 6.38 0.25
C 0.84 -6.05 5.14
H 0.36 0.96 4.16
C 2.97 7.00 -1.60
O 0.38 0.72 -0.40
H -2.51 -3.56 1.85
C 1.08 -6.27 -1.04
H 3.39 3.54 1.10
H 2.36 4.11 2.36
H -3.87 -4.39 2.62
H -1.30 8.14 -0.44
H 1.46 2.99 -0.85
H -4.31 -3.66 0.22
H 0.57 -3.05 -2.24
H -0.56 -1.12 -5.20
C -2.54 0.91 -3.40
O 0.11 -1.08 -1.70
H -1.39 6.15 1.88
H 2.03 6.53 -1.89
C -1.20 2.24 2.09
O -3.56 1.07 -1.33
C -0.30 8.07 -0.01
H 2.42 -6.89 -2.63
H 0.45 8.62 -0.60
H -1.35 -5.99 4.65
C 4.08 7.46 0.63
H 0.86 -5.42 6.04
```

Net charge: 0
E_HOMO: -8.20 eV
2S+1: 1
Structure (SMILES): CN(C)P(=O)(N(C)C)N(C)C.O=C1OCCO1.O=C1OCCO1.O=C1OCCO1.O=C1OCCO1.CCCC#N.CCCC#N.CCCC#N
Frontier orbital gap: 8.431 eV

Number 1: total energy -97565.0518 eV, M 925.194 g mol⁻¹. Number 2: total energy -76846.1605 eV, M 738.773 g mol⁻¹.